Arrangement 1

The molecule C7H9NOS. Source: the OMol25 dataset; level of theory: the ωB97M-V functional and the def2-TZVPD basis.

```
19
C7H9NOS | the OMol25 dataset | the ωB97M-V functional and the def2-TZVPD basis
C 2.69 0.32 0.03
C 1.87 -0.94 0.19
C 0.89 -1.16 -1.11
C -0.23 -0.53 -0.11
C 0.57 -0.84 1.11
C -2.54 -0.43 0.39
C -2.42 0.99 -0.07
H 2.59 -1.75 0.54
H 1.17 -0.56 -2.00
H 0.82 -2.20 -1.24
H 0.34 -1.91 1.40
H 0.42 -0.11 1.82
H -3.52 -0.91 0.17
H -2.46 -0.39 1.51
H -3.02 1.88 0.44
H -2.95 1.00 -1.02
N 3.23 1.36 0.11
O -1.52 -1.13 -0.32
S -0.54 1.25 -0.15
```

Summary:
HOMO energy: -8.99 eV
LUMO: 0.8 eV
SMILES: N#C[C@H]1C[C@@]2(C1)OCCS2

How positive or negative is each atom? The Mulliken charges in e answer that: atom 1 (C): -0.003, atom 2 (C): 0.261, atom 3 (C): -0.972, atom 4 (C): 0.764, atom 5 (C): -1.054, atom 6 (C): -0.488, atom 7 (C): -0.417, atom 8 (H): 0.402, atom 9 (H): 0.322, atom 10 (H): 0.328, atom 11 (H): 0.276, atom 12 (H): 0.505, atom 13 (H): 0.345, atom 14 (H): 0.210, atom 15 (H): 0.335, atom 16 (H): 0.275, atom 17 (N): -0.495, atom 18 (O): -0.441, atom 19 (S): -0.153

---

Arrangement 2

The molecule C7H9NOS. Source: the OMol25 dataset; level of theory: the ωB97M-V functional and the def2-TZVPD basis.

```
19
C7H9NOS | the OMol25 dataset | the ωB97M-V functional and the def2-TZVPD basis
C 1.43 1.90 0.92
C 1.69 1.69 -0.42
C 1.24 0.67 1.54
C 1.68 0.37 -0.62
C -1.46 -0.08 -1.08
C -1.26 -0.64 0.11
C -0.78 -2.03 0.33
N 1.41 -0.28 0.53
O 1.97 -2.69 -0.23
S 1.21 -2.04 0.77
H 1.08 2.84 1.37
H 1.54 2.49 -1.20
H 1.27 0.45 2.61
H 1.57 -0.15 -1.55
H -1.87 0.83 -1.24
H -1.41 -0.66 -2.02
H -1.12 -0.16 0.99
H -1.33 -2.60 1.07
H -0.70 -2.61 -0.57
```

Summary:
HOMO energy: -8.53 eV
LUMO: 0.7 eV

How positive or negative is each atom? The Mulliken charges in e answer that: atom 1 (C): -0.349, atom 2 (C): -0.396, atom 3 (C): -0.526, atom 4 (C): -0.359, atom 5 (C): -0.890, atom 6 (C): -0.028, atom 7 (C): -0.753, atom 8 (N): 0.154, atom 9 (O): -0.526, atom 10 (S): 0.476, atom 11 (H): 0.331, atom 12 (H): 0.311, atom 13 (H): 0.352, atom 14 (H): 0.453, atom 15 (H): 0.346, atom 16 (H): 0.212, atom 17 (H): 0.436, atom 18 (H): 0.388, atom 19 (H): 0.368

---

If we sort the structures by their calculated energies, the order from most to least stable is arrangement 1, arrangement 2.

---

Arrangement 1

A structure of composition C37H54ClN7O3Sn. Source: the OMol25 dataset; level of theory: the ωB97M-V functional and the def2-TZVPD basis.

```
103
C37H54ClN7O3Sn | the OMol25 dataset | the ωB97M-V functional and the def2-TZVPD basis
Sn 0.20 -0.09 0.14
N 1.87 -0.02 1.56
C 1.81 1.38 2.08
C 2.19 1.44 3.56
C 1.94 2.73 4.36
C 2.25 4.14 3.83
N 3.36 4.31 2.89
C 3.21 4.79 1.66
N 2.02 4.99 1.12
N 4.31 5.08 0.95
C 0.44 2.03 1.71
O 0.50 3.24 1.62
O -0.54 1.25 1.49
H 1.79 -0.75 2.24
H 2.70 -0.19 1.04
H 2.54 1.94 1.51
H 3.24 1.17 3.63
H 1.64 0.67 4.12
H 2.48 2.60 5.29
H 0.88 2.76 4.63
H 2.51 4.75 4.70
H 1.37 4.61 3.43
H 4.29 4.10 3.21
H 1.24 4.44 1.46
H 1.90 5.30 0.17
H 5.23 4.93 1.32
H 4.23 5.40 0.00
C -3.92 2.31 -2.12
C -3.23 3.04 -0.97
C -3.37 2.25 0.32
C -1.83 3.51 -1.37
C -1.74 4.88 -1.64
C -0.56 5.47 -2.05
C 0.56 4.68 -2.23
C 0.53 3.31 -1.99
C 1.78 2.50 -2.26
C 2.17 2.56 -3.74
C 2.96 2.90 -1.41
C -0.68 2.69 -1.55
N -0.69 1.28 -1.30
C -0.70 0.57 -2.51
C -0.69 -0.77 -2.52
N -0.67 -1.49 -1.31
C -0.76 -2.89 -1.58
C -2.04 -3.46 -1.82
C -2.16 -4.82 -2.04
C -1.06 -5.65 -2.03
C 0.19 -5.11 -1.80
C 0.36 -3.74 -1.58
C 1.75 -3.22 -1.31
C 2.25 -3.68 0.06
C 2.74 -3.60 -2.41
C -3.29 -2.59 -1.86
C -4.34 -2.98 -0.81
C -3.93 -2.63 -3.25
H -4.98 2.16 -1.89
H -3.47 1.33 -2.31
H -3.86 2.89 -3.05
H -3.81 3.95 -0.79
H -3.04 1.22 0.21
H -4.43 2.22 0.61
H -2.82 2.71 1.13
H -2.62 5.50 -1.52
H -0.52 6.53 -2.25
H 1.48 5.14 -2.58
H 1.58 1.44 -2.02
H 2.48 3.57 -4.04
H 1.33 2.26 -4.37
H 3.00 1.88 -3.94
H 3.30 3.92 -1.65
H 3.80 2.22 -1.59
H 2.72 2.86 -0.36
H -0.72 1.08 -3.47
H -0.71 -1.26 -3.48
H -3.14 -5.25 -2.23
H -1.17 -6.72 -2.20
H 1.06 -5.76 -1.78
H 1.74 -2.12 -1.29
H 2.36 -4.77 0.11
H 1.56 -3.38 0.86
H 3.23 -3.24 0.28
H 2.93 -4.68 -2.44
H 3.70 -3.11 -2.24
H 2.37 -3.29 -3.39
H -3.03 -1.55 -1.66
H -4.74 -3.98 -0.98
H -5.18 -2.28 -0.84
H -3.94 -2.96 0.19
H -4.31 -3.62 -3.50
H -3.20 -2.35 -4.01
H -4.77 -1.93 -3.30
O 1.67 -0.09 -1.01
Cl -0.50 -1.51 5.65
C -0.83 -1.97 4.03
C -1.55 -3.12 3.75
C -1.79 -3.42 2.43
C -1.32 -2.58 1.44
N -0.61 -1.47 1.68
C -0.40 -1.19 2.98
H -1.91 -3.76 4.54
H -2.35 -4.31 2.16
H -1.51 -2.79 0.42
H 0.14 -0.29 3.18
```

Summary:
HOMO energy: -4.60 eV
LUMO: -0.4 eV

Atomic partial charges in e from the Mulliken method, atoms 1 to 99: atom 1 (Sn): 2.616, atom 2 (N): -0.424, atom 3 (C): 0.732, atom 4 (C): -1.070, atom 5 (C): -0.756, atom 6 (C): -1.032, atom 7 (N): -0.145, atom 8 (C): 0.678, atom 9 (N): -0.219, atom 10 (N): -0.384, atom 11 (C): -0.164, atom 12 (O): -0.900, atom 13 (O): -0.543, atom 14 (H): 0.356, atom 15 (H): 0.429, atom 16 (H): 0.325, atom 17 (H): 0.527, atom 18 (H): 0.166, atom 19 (H): 0.588, atom 20 (H): 0.343, atom 21 (H): 0.472, atom 22 (H): 0.395, atom 23 (H): 0.217, atom 24 (H): 0.253, atom 25 (H): 0.246, atom 26 (H): 0.144, atom 27 (H): 0.223, atom 28 (C): -1.369, atom 29 (C): 0.485, atom 30 (C): -1.306, atom 31 (C): 0.870, atom 32 (C): -1.189, atom 33 (C): -1.408, atom 34 (C): -0.334, atom 35 (C): 0.969, atom 36 (C): 1.661, atom 37 (C): -1.915, atom 38 (C): -0.819, atom 39 (C): -0.711, atom 40 (N): 0.530, atom 41 (C): -0.933, atom 42 (C): -0.933, atom 43 (N): 1.277, atom 44 (C): -1.202, atom 45 (C): 1.126, atom 46 (C): -0.524, atom 47 (C): -1.603, atom 48 (C): -0.397, atom 49 (C): 0.736, atom 50 (C): 1.896, atom 51 (C): -1.445, atom 52 (C): -1.872, atom 53 (C): 1.813, atom 54 (C): -1.511, atom 55 (C): -1.793, atom 56 (H): 0.452, atom 57 (H): 0.091, atom 58 (H): 0.320, atom 59 (H): 0.451, atom 60 (H): -0.096, atom 61 (H): 0.551, atom 62 (H): 0.253, atom 63 (H): 0.359, atom 64 (H): 0.376, atom 65 (H): 0.401, atom 66 (H): -0.608, atom 67 (H): 0.352, atom 68 (H): 0.366, atom 69 (H): 0.449, atom 70 (H): 0.169, atom 71 (H): 0.505, atom 72 (H): -0.272, atom 73 (H): 0.284, atom 74 (H): 0.450, atom 75 (H): 0.369, atom 76 (H): 0.366, atom 77 (H): 0.352, atom 78 (H): -0.638, atom 79 (H): 0.341, atom 80 (H): 0.084, atom 81 (H): 0.388, atom 82 (H): 0.307, atom 83 (H): 0.433, atom 84 (H): 0.429, atom 85 (H): -0.733, atom 86 (H): 0.302, atom 87 (H): 0.469, atom 88 (H): 0.239, atom 89 (H): 0.362, atom 90 (H): 0.371, atom 91 (H): 0.458, atom 92 (O): -1.812, atom 93 (Cl): -0.229, atom 94 (C): -0.562, atom 95 (C): -0.549, atom 96 (C): -0.951, atom 97 (C): -0.369, atom 98 (N): 0.867, atom 99 (C): -0.286

---

Arrangement 2

A structure of composition C37H54ClN7O3Sn. Source: the OMol25 dataset; level of theory: the ωB97M-V functional and the def2-TZVPD basis.

```
103
C37H54ClN7O3Sn | the OMol25 dataset | the ωB97M-V functional and the def2-TZVPD basis
Sn -0.19 0.11 0.20
N 0.45 0.60 2.43
C -0.32 1.86 2.60
C -0.16 2.47 3.99
C -0.81 3.84 4.28
C -0.39 5.03 3.40
N -0.69 5.01 1.96
C -1.82 4.75 1.33
N -1.77 4.24 0.11
N -3.03 5.02 1.89
C -1.79 1.60 2.19
O -2.67 1.95 2.98
O -2.01 1.22 1.00
H 0.16 -0.04 3.15
H 1.46 0.71 2.49
H 0.16 2.46 1.84
H 0.91 2.54 4.22
H -0.58 1.77 4.72
H -0.52 4.12 5.30
H -1.89 3.70 4.32
H 0.70 5.09 3.44
H -0.76 5.97 3.83
H 0.13 5.04 1.36
H -0.97 3.62 -0.13
H -2.64 3.92 -0.28
H -3.02 5.58 2.72
H -3.61 4.19 1.94
C -0.96 -3.58 -3.07
C 0.30 -3.69 -2.22
C 1.33 -4.60 -2.88
C -0.03 -4.15 -0.81
C -0.53 -5.45 -0.64
C -0.86 -5.90 0.61
C -0.74 -5.10 1.73
C -0.25 -3.77 1.64
C 0.47 -2.72 3.55
C -0.60 -2.58 4.64
C 1.64 -3.51 4.09
C 0.14 -3.27 0.24
N 0.61 -1.98 -0.01
C 2.01 -1.93 0.16
C 2.65 -0.81 -0.23
N 1.93 0.21 -0.77
C 2.74 1.28 -1.26
C 3.26 2.37 -0.55
C 4.03 3.32 -1.21
C 4.32 3.24 -2.56
C 3.78 2.18 -3.27
C 2.99 1.22 -2.66
C 2.43 0.16 -3.62
C 3.18 -1.18 -3.54
C 0.92 -0.06 -3.58
C 3.02 2.64 0.91
C 2.15 3.88 1.11
C 4.32 2.79 1.71
H -0.72 -3.17 -4.06
H -1.69 -2.91 -2.61
H -1.44 -4.55 -3.22
H 0.74 -2.70 -2.17
H 0.94 -5.61 -3.06
H 2.23 -4.70 -2.26
H 1.63 -4.19 -3.85
H -0.66 -6.09 -1.50
H -1.24 -6.91 0.74
H -0.92 -5.55 2.70
H 0.78 -1.74 3.25
H -0.93 -3.55 5.00
H -1.49 -2.02 4.37
H -0.12 -2.04 5.46
H 1.33 -4.50 4.42
H 2.09 -3.00 4.95
H 2.42 -3.63 3.33
H 2.54 -2.79 0.54
H 3.74 -0.76 -0.15
H 4.43 4.16 -0.65
H 4.93 3.99 -3.04
H 3.97 2.11 -4.34
H 2.63 0.56 -4.62
H 2.96 -1.70 -2.61
H 4.26 -1.03 -3.60
H 2.88 -1.82 -4.37
H 0.62 -0.65 -2.72
H 0.61 -0.60 -4.48
H 0.38 0.89 -3.55
H 2.50 1.78 1.35
H 2.69 4.74 0.71
H 1.97 4.04 2.18
H 1.22 3.78 0.55
H 4.88 3.69 1.42
H 4.98 1.93 1.55
H 4.12 2.87 2.78
O 0.05 1.99 -0.20
Cl -5.88 -1.35 0.32
C -4.32 -1.88 0.86
C -4.19 -3.04 1.61
C -2.93 -3.45 1.97
C -1.77 -2.64 1.66
N -1.96 -1.51 0.96
C -3.21 -1.17 0.56
H -5.07 -3.62 1.86
H -2.84 -4.33 2.56
H 0.14 -2.66 2.14
H -3.28 -0.25 -0.01
```

Summary:
HOMO energy: -5.65 eV
LUMO: -0.1 eV

Atomic partial charges in e from the Mulliken method, atoms 1 to 99: atom 1 (Sn): 1.598, atom 2 (N): -0.336, atom 3 (C): 0.650, atom 4 (C): -1.188, atom 5 (C): -0.616, atom 6 (C): -1.186, atom 7 (N): -0.006, atom 8 (C): 0.434, atom 9 (N): -0.202, atom 10 (N): -0.480, atom 11 (C): 0.392, atom 12 (O): -0.737, atom 13 (O): -0.559, atom 14 (H): 0.108, atom 15 (H): 0.360, atom 16 (H): -0.061, atom 17 (H): 0.388, atom 18 (H): 0.366, atom 19 (H): 0.458, atom 20 (H): 0.297, atom 21 (H): 0.429, atom 22 (H): 0.427, atom 23 (H): 0.374, atom 24 (H): 0.137, atom 25 (H): 0.317, atom 26 (H): 0.299, atom 27 (H): 0.288, atom 28 (C): -1.596, atom 29 (C): 2.528, atom 30 (C): -1.739, atom 31 (C): 1.142, atom 32 (C): -0.359, atom 33 (C): -1.207, atom 34 (C): -0.924, atom 35 (C): 1.385, atom 36 (C): 1.226, atom 37 (C): -1.555, atom 38 (C): -1.621, atom 39 (C): -1.645, atom 40 (N): 0.798, atom 41 (C): -0.704, atom 42 (C): -0.861, atom 43 (N): 1.165, atom 44 (C): -1.114, atom 45 (C): 0.546, atom 46 (C): -0.548, atom 47 (C): -1.288, atom 48 (C): -1.271, atom 49 (C): 1.186, atom 50 (C): 0.330, atom 51 (C): -1.293, atom 52 (C): -0.844, atom 53 (C): 2.852, atom 54 (C): -1.235, atom 55 (C): -1.947, atom 56 (H): 0.428, atom 57 (H): 0.282, atom 58 (H): 0.363, atom 59 (H): -1.777, atom 60 (H): 0.350, atom 61 (H): 0.400, atom 62 (H): 0.415, atom 63 (H): 0.400, atom 64 (H): 0.391, atom 65 (H): 0.609, atom 66 (H): -0.579, atom 67 (H): 0.363, atom 68 (H): 0.315, atom 69 (H): 0.471, atom 70 (H): 0.363, atom 71 (H): 0.430, atom 72 (H): 0.369, atom 73 (H): 0.439, atom 74 (H): 0.287, atom 75 (H): 0.313, atom 76 (H): 0.383, atom 77 (H): 0.369, atom 78 (H): 0.597, atom 79 (H): 0.169, atom 80 (H): 0.353, atom 81 (H): 0.405, atom 82 (H): -0.345, atom 83 (H): 0.511, atom 84 (H): 0.312, atom 85 (H): -1.559, atom 86 (H): 0.289, atom 87 (H): 0.360, atom 88 (H): -0.056, atom 89 (H): 0.341, atom 90 (H): 0.415, atom 91 (H): 0.462, atom 92 (O): -0.985, atom 93 (Cl): -0.251, atom 94 (C): -0.124, atom 95 (C): -0.682, atom 96 (C): -0.944, atom 97 (C): 0.004, atom 98 (N): 0.849, atom 99 (C): -0.789

---

If we sort the structures by their calculated energies, the order from most to least stable is arrangement 1, arrangement 2.

---

Arrangement 1

The ion C4H6NO3S with charge -1. Source: the OMol25 dataset; level of theory: the ωB97M-V functional and the def2-TZVPD basis.

```
15
C4H6NO3S | the OMol25 dataset | the ωB97M-V functional and the def2-TZVPD basis
C 1.67 -0.09 0.99
C -0.69 -0.86 0.12
C -0.03 0.73 -1.66
C -0.75 0.66 -0.39
N 0.56 -0.76 1.10
O -1.75 -1.04 0.97
O 2.12 0.59 0.08
O -0.57 -1.79 -0.72
S -1.81 1.65 0.37
H 2.29 -0.18 1.98
H -0.23 1.61 -2.25
H 0.97 1.00 -1.53
H 0.02 -0.20 -2.17
H 0.13 -1.17 1.89
H -1.93 -0.15 1.22
```

Summary:
charge: -1
HOMO energy: -3.96 eV
LUMO: 3.3 eV
SMILES: CC(=S)[C@]([O-])(O)NC=O

How positive or negative is each atom? The Mulliken charges in e answer that: atom 1 (C): 0.019, atom 2 (C): 0.650, atom 3 (C): -1.162, atom 4 (C): 0.336, atom 5 (N): -0.102, atom 6 (O): -0.577, atom 7 (O): -0.632, atom 8 (O): -0.835, atom 9 (S): -0.521, atom 10 (H): 0.247, atom 11 (H): 0.396, atom 12 (H): 0.360, atom 13 (H): 0.331, atom 14 (H): 0.249, atom 15 (H): 0.240

---

Arrangement 2

A cluster of 2 separate species, C4H6NO3S in total. Source: the OMol25 dataset; level of theory: the ωB97M-V functional and the def2-TZVPD basis.

```
15
C4H6NO3S | the OMol25 dataset | the ωB97M-V functional and the def2-TZVPD basis
C -0.45 -1.35 0.57
C 0.53 0.32 -1.19
C -0.87 0.10 -1.67
C -0.46 -0.15 -0.27
N 0.75 -1.45 1.44
O 1.00 1.59 1.94
O -1.32 -2.19 0.63
O -0.44 2.86 0.39
S -0.32 1.79 1.38
H 1.25 -0.39 -1.51
H 1.06 1.32 -1.12
H -1.57 0.78 -2.07
H -0.98 -0.81 -2.24
H 1.06 -0.40 1.49
H 0.77 -2.03 2.24
```

Summary:
charge: -1
HOMO energy: -3.37 eV
LUMO: 3.7 eV

How positive or negative is each atom? The Mulliken charges in e answer that: atom 1 (C): 0.120, atom 2 (C): -0.277, atom 3 (C): -0.681, atom 4 (C): 0.046, atom 5 (N): -0.491, atom 6 (O): -0.558, atom 7 (O): -0.678, atom 8 (O): -0.519, atom 9 (S): 0.627, atom 10 (H): 0.205, atom 11 (H): 0.204, atom 12 (H): 0.216, atom 13 (H): 0.241, atom 14 (H): 0.329, atom 15 (H): 0.216

---

If we sort the structures by their calculated energies, the order from most to least stable is arrangement 1, arrangement 2.

---

Arrangement 1

A structure of composition C3H3F2N. Source: the OMol25 dataset; level of theory: the ωB97M-V functional and the def2-TZVPD basis.

```
9
C3H3F2N | the OMol25 dataset | the ωB97M-V functional and the def2-TZVPD basis
C 0.24 0.30 -1.14
C 0.56 -0.26 0.80
C -0.67 0.24 0.03
N 1.27 -0.03 -0.44
F -1.90 -1.18 -0.29
F -1.47 1.17 0.46
H 0.40 0.69 -2.18
H 0.92 0.31 1.79
H 0.66 -1.24 0.97
```

Summary:
HOMO energy: -11.23 eV
LUMO: -0.5 eV

How positive or negative is each atom? The Mulliken charges in e answer that: atom 1 (C): -0.379, atom 2 (C): -0.540, atom 3 (C): 1.201, atom 4 (N): -0.342, atom 5 (F): -0.528, atom 6 (F): -0.207, atom 7 (H): 0.322, atom 8 (H): 0.231, atom 9 (H): 0.241

---

Arrangement 2

A cluster of 2 separate species, C3H3F2N in total. Source: the OMol25 dataset; level of theory: the ωB97M-V functional and the def2-TZVPD basis.

```
9
C3H3F2N | the OMol25 dataset | the ωB97M-V functional and the def2-TZVPD basis
C -3.44 0.30 -0.79
C -0.56 0.59 -0.68
C 0.59 0.09 -1.11
N -3.83 0.02 0.28
F 0.55 -1.16 -1.81
F 1.82 0.38 -0.79
H -4.23 0.07 1.20
H -0.50 1.54 -0.19
H -1.51 0.12 -0.94
```

Summary:
HOMO energy: -9.91 eV
LUMO: 0.9 eV

How positive or negative is each atom? The Mulliken charges in e answer that: atom 1 (C): -0.169, atom 2 (C): -0.463, atom 3 (C): 0.456, atom 4 (N): -0.155, atom 5 (F): -0.245, atom 6 (F): -0.198, atom 7 (H): 0.294, atom 8 (H): 0.270, atom 9 (H): 0.211

---

If we sort the structures by their calculated energies, the order from most to least stable is arrangement 2, arrangement 1.